A single C4H8N2 molecule, computed with wB97M-V/def2-TZVPD.

Computed properties:
SMILES string: C1N[C@H]1[C@H]1CN1
frontier orbital gap: 10.38 eV
HOMO: -9.3 eV
2S+1: 1

Positions of all 14 atoms, in Å:
1 N 1.1432 -1.2273 0.3118
2 N -0.9137 0.7364 1.0258
3 C 1.9010 -0.0537 -0.1368
4 C 0.5975 -0.3699 -0.7165
5 C -0.5338 0.4933 -0.3383
6 C -1.7442 -0.1593 0.2295
7 H 2.8074 -0.2577 -0.6898
8 H 0.4964 -0.8224 -1.7062
9 H 0.6688 -1.0047 1.1881
10 H -1.6866 -1.1940 0.5656
11 H -0.7355 1.3302 -1.0162
12 H -2.4060 0.1123 -0.5669
13 H -1.2739 1.6699 1.1750
14 H 1.9118 0.8199 0.5119



2 unconnected molecules or ions with the total composition C4H8N2, computed with wB97M-V/def2-TZVPD.

Computed properties:
frontier orbital gap: 10.30 eV
HOMO: -19.9 eV
charge: +2
2S+1: 1

Positions of all 14 atoms, in Å:
1 N -0.3189 1.2111 -0.4321
2 N 2.6024 0.3614 -0.1408
3 C -1.1976 0.2571 -0.0325
4 C -3.5775 -0.1246 -0.0269
5 C 1.4994 -0.5065 0.2315
6 C 0.1755 0.0290 0.0213
7 H 3.4148 0.3884 0.5070
8 H -3.4082 -0.4643 -0.9665
9 H -3.7221 0.8943 0.4178
10 H 1.3817 -1.5202 -0.3228
11 H 1.3980 -0.8660 1.2628
12 H 3.0539 -0.0114 -1.0169
13 H -3.3716 -0.9039 0.7770
14 H 2.0702 1.2556 -0.2790



A single C4H8N2O molecule, computed with wB97M-V/def2-TZVPD.

Computed properties:
SMILES string: CN[C@H](C#N)CO
frontier orbital gap: 10.39 eV
HOMO: -9.6 eV
2S+1: 1

Positions of all 15 atoms, in Å:
1 O 2.0450 -0.2790 0.9246
2 N -0.4534 0.8375 0.3555
3 N -0.6824 -2.5577 -0.3368
4 C -1.9087 0.8499 0.3873
5 C 0.1616 -0.0603 -0.5932
6 C 1.6821 0.0054 -0.4080
7 C -0.3061 -1.4693 -0.4629
8 H 1.9846 1.0321 -0.6167
9 H -2.3142 1.5161 -0.3792
10 H -2.3691 -0.1387 0.2576
11 H -0.0712 0.6234 1.2704
12 H -0.0753 0.2586 -1.6158
13 H 2.1841 -0.6651 -1.1117
14 H -2.2316 1.2359 1.3541
15 H 2.3547 -1.1888 0.9746



A single C4H8N2O molecule, computed with wB97M-V/def2-TZVPD.

Computed properties:
SMILES string: NCC1=NOCC1
frontier orbital gap: 9.81 eV
HOMO: -9.0 eV
2S+1: 1

Positions of all 15 atoms, in Å:
1 O 1.3788 -1.3930 -0.0594
2 N 0.0630 -1.2022 0.0724
3 N -2.6464 -0.6383 -0.0285
4 C 1.1390 0.7824 0.1006
5 C -0.2059 0.0031 0.0042
6 C -1.6241 0.4538 -0.1329
7 C 2.1048 -0.1634 -0.0801
8 H 1.2893 1.7084 -0.5961
9 H 1.0807 1.0238 1.1958
10 H -1.5996 0.8090 -1.0863
11 H -2.5927 -0.9695 1.0485
12 H 2.8888 -0.2423 0.7324
13 H -1.7303 1.3275 0.5538
14 H -2.3411 -1.4654 -0.6298
15 H 2.7958 -0.0340 -1.0946



A single C4H8N2O molecule, computed with wB97M-V/def2-TZVPD.

Computed properties:
SMILES string: [H]/N=C1\O[C@H](C)[C@@H]1N
frontier orbital gap: 9.95 eV
HOMO: -9.0 eV
2S+1: 1

Positions of all 15 atoms, in Å:
1 O 1.0194 0.3168 1.2196
2 N 1.5825 -2.0038 1.2048
3 N -0.4113 -0.4287 -1.8273
4 C 0.1560 0.8592 0.2088
5 C 0.5327 -0.2040 -0.8028
6 C -1.2979 0.8382 0.6613
7 C 1.1098 -0.9684 0.6576
8 H -1.5942 -0.1682 0.9827
9 H -1.9743 1.1675 -0.1379
10 H -1.3987 -0.3585 -1.6465
11 H -1.4358 1.5183 1.5068
12 H 1.9397 -1.9245 2.1740
13 H -0.1500 -0.5535 -2.7904
14 H 1.4855 0.0470 -1.2808
15 H 0.4367 1.8626 -0.1299



A single C4H8N2O molecule, computed with wB97M-V/def2-TZVPD.

Computed properties:
SMILES string: CN[C@H](C#N)CO
frontier orbital gap: 10.69 eV
HOMO: -9.9 eV
2S+1: 1

Positions of all 15 atoms, in Å:
1 O -0.6174 0.8561 1.8851
2 N -1.6523 -0.0247 -2.7275
3 N 0.9003 0.1156 -0.3372
4 C 1.5709 -1.0807 0.1616
5 C -1.1865 1.0127 0.6109
6 C -1.1498 0.0258 -1.6871
7 C -0.5582 -0.0153 -0.3419
8 H 0.3244 1.0593 1.7801
9 H 1.2530 -1.2462 1.1955
10 H -0.8295 -1.0029 0.0502
11 H -1.0408 2.0299 0.2214
12 H 1.2483 0.3564 -1.2590
13 H 2.6528 -0.9207 0.1597
14 H -2.2597 0.8249 0.7057
15 H 1.3444 -1.9902 -0.4176



2 unconnected molecules or ions with the total composition C4H8N2O, computed with wB97M-V/def2-TZVPD.

Computed properties:
SMILES string: N=C=CCO.C=N
frontier orbital gap: 9.67 eV
HOMO: -9.0 eV
2S+1: 1

Positions of all 15 atoms, in Å:
1 O 2.3690 0.5889 0.5594
2 N -0.4640 0.4674 0.9223
3 N -1.6278 -0.8994 -1.4660
4 C 1.8097 -0.3347 -0.3411
5 C -0.4781 -0.5330 -1.4633
6 C 0.5071 0.2039 -0.8834
7 C -1.7849 0.2802 0.8571
8 H 0.5619 1.2364 -1.2259
9 H -0.0502 -0.3748 1.3312
10 H -2.0079 -0.4623 -0.4154
11 H -2.4009 1.1588 0.6579
12 H 1.6479 -1.3241 0.1210
13 H 1.6366 0.9795 1.0605
14 H -2.2473 -0.5197 1.4414
15 H 2.5288 -0.4671 -1.1556



A single C4H8N2O molecule, computed with wB97M-V/def2-TZVPD.

Computed properties:
frontier orbital gap: 8.80 eV
HOMO: -7.9 eV
2S+1: 1

Positions of all 15 atoms, in Å:
1 O -2.3242 1.3457 -0.4816
2 N -0.4795 0.1769 0.2810
3 N -1.1367 -0.0282 -1.9123
4 C 0.8819 -0.4521 -0.1512
5 C -1.4301 0.5752 -0.7518
6 C -0.1342 -1.2527 0.5494
7 C 1.9917 0.1067 0.7061
8 H 2.9238 -0.4194 0.4710
9 H -0.7704 -1.9523 0.0038
10 H 1.8391 0.0137 1.8013
11 H -0.6034 0.7409 1.1211
12 H -0.0924 -1.4540 1.6283
13 H 2.1615 1.1632 0.4656
14 H -0.1708 -0.3933 -1.9376
15 H -1.6235 0.2961 -2.7316



A single C4H8N2O molecule, computed with wB97M-V/def2-TZVPD.

Computed properties:
SMILES string: C[C@H]1NC/C1=N\O
frontier orbital gap: 10.30 eV
HOMO: -9.3 eV
2S+1: 1

Positions of all 15 atoms, in Å:
1 O 2.5567 -1.1727 0.4766
2 N 1.3828 -1.3419 -0.2665
3 N -0.4436 1.4591 -0.0425
4 C -0.6867 0.1234 -0.6698
5 C 0.7931 0.9773 0.6275
6 C 0.6440 -0.3295 -0.0968
7 C -1.9480 -0.5096 -0.0962
8 H -0.7216 0.1350 -1.7671
9 H 3.0635 -1.9711 0.2840
10 H 0.6779 0.8978 1.7141
11 H 1.7175 1.5219 0.4115
12 H -2.2488 -1.4078 -0.6434
13 H -2.7542 0.2295 -0.1449
14 H -0.2298 2.1590 -0.7438
15 H -1.8029 -0.7704 0.9574



A single C4H8N2O molecule, computed with wB97M-V/def2-TZVPD.

Computed properties:
SMILES string: C[C@@]1(C(N)=O)CN1
frontier orbital gap: 10.63 eV
HOMO: -9.7 eV
2S+1: 1

Positions of all 15 atoms, in Å:
1 O 1.5788 -1.7851 0.0456
2 N -0.2525 1.3969 0.3152
3 N 2.2572 0.3646 0.1705
4 C -0.9167 0.9447 -0.8789
5 C -1.1363 -1.2268 0.3519
6 C -0.1991 -0.0722 -0.0032
7 C 1.3098 -0.5935 0.0365
8 H -0.7291 -2.1966 0.0300
9 H -1.3474 -1.2832 1.4143
10 H 1.9542 1.3128 0.3161
11 H -1.0343 1.9105 0.7108
12 H -0.6397 1.2636 -1.8663
13 H 3.2291 0.1036 0.2809
14 H -2.0148 0.9521 -0.7159
15 H -2.0591 -1.0914 -0.2074



2 unconnected molecules or ions with the total composition C4H8N2O, computed with wB97M-V/def2-TZVPD.

Computed properties:
SMILES string: Cc1cc[nH]n1.O
frontier orbital gap: 10.18 eV
HOMO: -9.3 eV
2S+1: 1

Positions of all 15 atoms, in Å:
1 O 2.6329 0.9907 -0.4686
2 N -1.0335 -0.4710 -0.9007
3 N -0.3386 -1.5471 -0.5511
4 C -1.5247 1.7676 0.0486
5 C -0.0178 -0.2403 1.1345
6 C 0.2906 -1.4723 0.6106
7 C -0.8252 0.3742 0.1280
8 H 2.2786 1.3924 0.3295
9 H -0.8775 2.5899 -0.2877
10 H 0.7642 -2.3116 1.1438
11 H -0.3778 -2.2773 -1.1832
12 H 0.4247 0.1188 2.0748
13 H -2.4358 1.7954 -0.6201
14 H -1.9744 2.0228 1.0610
15 H 3.2022 0.2949 -0.1369



A single C4H8N2O molecule, computed with wB97M-V/def2-TZVPD.

Computed properties:
frontier orbital gap: 7.04 eV
HOMO: -6.5 eV
2S+1: 1

Positions of all 15 atoms, in Å:
1 O -0.6942 2.0550 -2.0388
2 N -0.2307 0.7164 -2.2702
3 N -0.2120 -0.7542 0.7675
4 C 1.0656 -0.6878 1.5197
5 C -0.1141 -1.2201 -0.6521
6 C -0.3138 0.0857 -1.1541
7 C -0.7272 0.5716 0.2221
8 H 1.6731 0.1196 1.1059
9 H 0.8905 -0.5276 2.5879
10 H -1.8029 0.6748 0.3796
11 H 0.5732 -2.0199 -0.8961
12 H -0.6018 2.4354 -2.9186
13 H 1.5963 -1.6296 1.3679
14 H -0.1922 1.4245 0.6443
15 H -0.9097 -1.2436 1.3350



A single C4H8N2O molecule, computed with wB97M-V/def2-TZVPD.

Computed properties:
frontier orbital gap: 7.94 eV
HOMO: -7.3 eV
2S+1: 1

Positions of all 15 atoms, in Å:
1 O 0.8785 -0.9751 -1.3463
2 N -0.6039 1.4572 0.6376
3 N 2.1242 0.2284 0.1350
4 C 0.9200 -0.1757 -0.2783
5 C -0.3640 0.0843 0.2825
6 C -0.7634 1.0727 -0.8161
7 C -1.2743 -1.0473 0.6813
8 H 0.1191 1.4960 -1.3360
9 H -0.9484 -1.9961 0.2366
10 H -2.2781 -0.8081 0.3167
11 H 2.8951 0.2504 -0.5197
12 H -1.5493 1.4679 1.0232
13 H -1.2823 -1.1663 1.7726
14 H -0.0251 -0.7678 -1.6961
15 H 2.1518 0.8794 0.9071



2 unconnected molecules or ions with the total composition C4H8N2O, computed with wB97M-V/def2-TZVPD.

Computed properties:
SMILES string: Cc1c[nH]cn1.O
frontier orbital gap: 9.65 eV
HOMO: -8.8 eV
2S+1: 1

Positions of all 15 atoms, in Å:
1 O 2.8118 2.0875 0.0513
2 N -0.7932 -1.2642 1.5437
3 N -0.5397 0.7000 0.5713
4 C -0.7056 0.0558 1.7315
5 C -0.5980 -0.3319 -0.4086
6 C -0.3788 -0.1840 -1.8127
7 C -0.8306 -1.5207 0.1896
8 H -0.6214 0.3550 2.7762
9 H -0.4252 0.9070 -1.9682
10 H 1.8661 1.8159 0.0384
11 H -1.1102 -0.6663 -2.4828
12 H 2.7996 3.0403 -0.1943
13 H 0.6312 -0.5353 -2.0831
14 H -1.1717 -1.9197 2.2318
15 H -0.9342 -2.5394 -0.1840



2 unconnected molecules or ions with the total composition C4H8N2O, computed with wB97M-V/def2-TZVPD.

Computed properties:
SMILES string: [H]/N=C(/N)C=O.C=C
frontier orbital gap: 9.74 eV
HOMO: -9.5 eV
2S+1: 1

Positions of all 15 atoms, in Å:
1 O 1.6913 1.1131 0.4714
2 N -0.6007 1.0182 1.9513
3 N -1.8496 0.9870 0.0253
4 C 0.6305 0.9235 -0.0811
5 C -0.7177 1.0059 0.6075
6 C 0.3078 -1.5952 -0.3164
7 C 0.7617 -1.3179 -1.5450
8 H 1.8244 -1.3156 -1.7557
9 H 0.9725 -1.8819 0.4860
10 H -1.4266 0.9956 2.5229
11 H 0.1006 -1.1960 -2.3836
12 H 0.3234 1.0295 2.3497
13 H -0.7496 -1.7346 -0.1378
14 H 0.5196 1.0146 -1.2046
15 H -1.7877 0.9540 -0.9899



A single C4H8N2O molecule, computed with wB97M-V/def2-TZVPD.

Computed properties:
SMILES string: C[C@@]1(C(N)=O)CN1
frontier orbital gap: 9.97 eV
HOMO: -9.0 eV
2S+1: 1

Positions of all 15 atoms, in Å:
1 O -1.9642 1.1708 -0.2981
2 N 0.8970 -1.0332 0.0018
3 N -1.3003 -0.5379 -1.6401
4 C -1.1800 0.2725 -0.5585
5 C -0.0195 -0.0268 0.3275
6 C -0.1093 0.4862 1.7292
7 C 1.5076 0.0444 -0.6314
8 H 1.3455 -1.5616 0.7162
9 H -1.9786 -0.2775 -2.3344
10 H 1.7283 -0.0453 -1.6912
11 H -0.2962 -0.2938 2.4544
12 H -0.5834 -1.2145 -1.8434
13 H 0.8111 0.9370 2.0438
14 H 2.0140 0.8535 -0.1653
15 H -0.8721 1.2261 1.8896



2 unconnected molecules or ions with the total composition C4H8N2O, computed with wB97M-V/def2-TZVPD.

Computed properties:
SMILES string: CNC=C=N.C=O
frontier orbital gap: 9.83 eV
HOMO: -9.1 eV
2S+1: 1

Positions of all 15 atoms, in Å:
1 O -1.4360 0.2458 2.3599
2 N 0.5005 1.6895 1.8932
3 N 0.5157 -0.6954 -0.7361
4 C 0.4258 1.2462 0.7840
5 C -1.4865 -0.3177 1.2263
6 C 1.2667 -0.4695 -1.9650
7 C -0.1203 0.4511 -0.2045
8 H 1.0906 -1.1520 -0.0362
9 H -1.0352 -1.3128 1.0845
10 H 2.0944 0.2472 -1.8461
11 H 1.6690 -1.4229 -2.3182
12 H 0.5894 -0.0846 -2.7347
13 H -0.3393 1.0948 2.4210
14 H -0.7481 0.9752 -0.9253
15 H -2.3410 -0.1074 0.5657



2 unconnected molecules or ions with the total composition C4H8N2O, computed with wB97M-V/def2-TZVPD.

Computed properties:
frontier orbital gap (spin up / spin down): 7.17 / 6.65 eV
HOMO (spin up / spin down): -7.6 / -7.4 eV
2S+1: 1

Positions of all 15 atoms, in Å:
1 O 0.9651 -0.6279 0.6046
2 N -1.1406 -0.6591 -0.2756
3 N -2.3354 -1.1211 -0.0275
4 C 1.6505 -1.2371 -0.4314
5 C 0.2183 1.1807 0.2113
6 C -0.9847 0.6802 -0.1550
7 C 0.9152 2.2137 0.6264
8 H -2.5161 -2.0692 -0.3170
9 H -3.0183 -0.6114 0.5276
10 H 0.5578 2.8400 1.4354
11 H 2.0622 -2.1946 -0.0754
12 H -1.8364 1.3387 -0.3301
13 H 1.9448 2.3465 0.3160
14 H 2.4850 -0.6113 -0.7933
15 H 1.0326 -1.4683 -1.3159



A single C4H8N2O molecule, computed with wB97M-V/def2-TZVPD.

Computed properties:
SMILES string: NC(=O)CN1CC1
frontier orbital gap: 10.02 eV
HOMO: -9.1 eV
2S+1: 1

Positions of all 15 atoms, in Å:
1 O -1.4666 1.1887 -0.8951
2 N -0.2083 0.0859 -2.4103
3 N 0.4198 -0.7461 1.0365
4 C 0.3995 0.5230 1.7496
5 C -0.5712 -0.9827 0.0077
6 C 1.3605 0.2665 0.6416
7 C -0.7272 0.2495 -1.1203
8 H -0.6032 0.7150 -3.1049
9 H -0.3910 1.2407 1.5370
10 H 2.4301 0.0866 0.7670
11 H -1.5401 -1.1331 0.5139
12 H -0.2936 -1.9178 -0.4997
13 H 0.6799 0.4382 2.8009
14 H 0.9792 0.6907 -0.3122
15 H 0.7534 -0.1642 -2.6011



2 unconnected molecules or ions with the total composition C4H8N2O, computed with wB97M-V/def2-TZVPD.

Computed properties:
frontier orbital gap: 8.22 eV
HOMO: -7.6 eV
2S+1: 1

Positions of all 15 atoms, in Å:
1 O 0.3699 -1.5447 -0.7219
2 N -2.2622 -2.2496 0.8437
3 N -0.4446 1.9345 -0.2946
4 C -0.3993 0.7080 -0.7822
5 C 1.6180 0.0536 0.5984
6 C 0.6615 -0.3071 -0.5523
7 C -1.8532 -1.1857 0.5503
8 H -2.2739 -3.2474 0.9075
9 H 1.1024 0.2452 -1.5309
10 H 2.4581 -0.6426 0.5631
11 H 1.0883 -0.1079 1.5451
12 H 2.0204 1.0770 0.5728
13 H -1.0802 2.6312 -0.6537
14 H 0.1143 2.1839 0.5097
15 H -1.1195 0.4515 -1.5549



How do the records compare in ΔE to the lowest compared entry with this formula, charge and spin? In the order shown, they have 65.2; 97.4; 41.3; 107.2; 62.4; 43.1; 110.8; 76.6; 83.6; 57.6; 41.8; 130.1; 113.2; 28.7; 61.7; 59.2; 94.4; 174.1; 62.1; 113.4 kcal/mol.
How do the records compare in total energy? In the order shown, they have -266.618034; -265.819250; -341.937895; -341.832771; -341.904222; -341.934911; -341.827036; -341.881590; -341.870399; -341.911816; -341.937090; -341.796317; -341.823248; -341.957962; -341.905330; -341.909373; -341.853273; -341.726278; -341.904714; -341.822988 Ha.